{
  "formula": "C7H10N5O",
  "method": "wB97M-V/def2-TZVPD",
  "smiles": "CN(C)/C(O)=C1\\C=NC(N=[NH2+])=C=N1",
  "de_lowest_ev": 4.965,
  "lumo_energy_ev": -5.611,
  "orbital_gap_ev": 5.74,
  "fmax_ev_per_a": 3.6,
  "homo_ha": -0.41726,
  "total_charge": 1,
  "species": ["C", "N", "C", "C", "O", "C", "C", "N", "C", "N", "N", "C", "N", "H", "H", "H", "H", "H", "H", "H", "H", "H", "H"],
  "coordinates": [[1.408, -0.663, 3.309], [1.116, -0.077, 2.017], [1.788, 1.169, 1.732], [0.289, -0.681, 1.175], [-0.155, -1.878, 1.562], [-0.164, -0.207, -0.071], [-0.042, 1.033, -0.795], [-0.577, 1.225, -1.932], [-1.345, 0.430, -2.714], [-1.818, 0.712, -3.847], [-2.491, -0.138, -4.579], [-1.437, -0.768, -1.900], [-0.954, -1.042, -0.829], [0.830, -1.570, 3.453], [2.469, -0.906, 3.375], [1.158, 0.052, 4.095], [2.589, 1.299, 2.456], [2.230, 1.156, 0.736], [1.108, 2.019, 1.826], [-0.740, -2.272, 0.894], [0.504, 1.869, -0.392], [-2.945, 0.249, -5.391], [-2.820, -1.013, -4.181]]
}